<i>
The molecule H3OP, computed with ωB97M-V/def2-TZVPD.

```
! RIJCOSX wB97M-V def2-TZVPD def2/J DEFGRID3
* xyz 0 1
P -0.6357 0.4882 0.1539
O 0.9712 0.4235 0.0464
H 1.3199 1.4253 0.1944
H -1.2468 -0.8610 0.0107
H -0.8308 0.4191 -1.2341
*
```

Computed properties:
HOMO level in eV: -9.50
Structure (SMILES): OP
HOMO-LUMO gap in eV: 10.1



<ii>
A structure of composition H3OP, computed with ωB97M-V/def2-TZVPD.

```
! RIJCOSX wB97M-V def2-TZVPD def2/J DEFGRID3
* xyz 0 1
P 0.2025 0.6256 0.4683
O 0.3807 -0.7703 -0.3127
H -1.2753 0.7491 0.1758
H 0.2140 -1.7788 0.4438
H 0.4782 1.1743 -0.7752
*
```

Computed properties:
HOMO level in eV: -9.36
HOMO-LUMO gap in eV: 9.5



Which structure is the least stable? The one labeled <ii>.



<i>
A cluster of 2 separate species, H3OP in total, computed with ωB97M-V/def2-TZVPD.

```
! RIJCOSX wB97M-V def2-TZVPD def2/J DEFGRID3
* xyz 0 1
P 0.0558 -0.1097 0.2520
O 0.7306 0.4298 1.4301
H -0.8388 1.1952 -1.1367
H -0.7918 -1.1861 0.3726
H 0.8442 -0.3292 -0.9180
*
```

Computed properties:
HOMO level in eV: -9.93
HOMO-LUMO gap in eV: 9.5



<ii>
A cluster of 2 separate species, H3OP in total, computed with ωB97M-V/def2-TZVPD.

```
! RIJCOSX wB97M-V def2-TZVPD def2/J DEFGRID3
* xyz 0 1
P 0.3831 0.1811 0.6324
O 0.4938 -0.4875 -0.8444
H -1.9236 0.1932 1.0684
H 0.7534 -1.3704 -1.1069
H 0.2933 1.4836 0.2505
*
```

Computed properties:
HOMO level (spin up / spin down) in eV: -8.68 / -8.79
HOMO-LUMO gap (spin up / spin down) in eV: 8.3 / 8.4



Which structure is the least stable? The one labeled <ii>.



<i>
A cluster of 5 separate species, C12H24NO15S2 in total, computed with ωB97M-V/def2-TZVPD.

```
! RIJCOSX wB97M-V def2-TZVPD def2/J DEFGRID3
* xyz -1 1
S -1.5726 -1.2431 -4.2823
S 0.3234 2.8549 0.8417
O -1.2086 -2.3341 -3.1053
O 4.8994 0.6959 2.2897
O -3.3116 0.1509 1.5287
O 6.8374 0.3949 1.1917
O 5.3824 -1.2131 1.4547
O 1.1474 -3.3791 3.1247
O -3.0566 -0.6151 3.5307
O -2.3336 -0.1791 -3.6813
O 1.7144 3.2569 0.9157
O -0.3456 -0.8671 -4.9203
O -0.3346 3.7179 -0.4143
O -0.1586 -3.1211 1.4207
O -3.5586 1.5819 3.1887
O 0.8454 -1.4261 2.3717
O -0.4616 3.0279 2.0027
N 0.6114 -2.6301 2.2817
C -3.3356 0.4089 2.8427
C -0.8336 5.8779 -1.3113
C 0.3084 1.1939 0.1747
C -2.7726 -1.2221 1.2967
C -0.4026 5.1149 -0.1573
C 3.7574 -0.1121 2.5837
C 0.3814 -3.2401 -1.5363
C 4.0544 -1.3451 1.7897
C -2.6546 -2.0891 -5.3633
C 5.6984 -0.0231 1.6547
C -2.9316 -1.7381 2.7887
C -0.3336 -2.0171 -2.0843
H -3.1996 -1.7231 0.5297
H -2.9486 -1.2401 -6.1063
H -1.7286 5.5709 -1.6483
H -1.9036 -0.9361 1.0197
H -2.0506 -2.8721 -5.7873
H 0.8314 0.5849 0.9337
H -0.9156 6.9549 -1.3143
H 0.4354 -1.2941 -2.5773
H 3.8864 -2.1131 2.4887
H -0.2496 -3.8411 -1.1393
H -3.3256 -2.2481 -4.6653
H 2.9854 0.3169 2.0317
H -1.0866 5.0479 0.8227
H 3.4964 -1.3511 0.8487
H -2.1636 -2.3611 3.0127
H -3.8796 -2.2671 2.7077
H 3.7034 -0.2821 3.7447
H -0.5526 0.8909 -0.1143
H 0.8714 -3.7471 -2.4243
H -0.8216 -1.4661 -1.2973
H 1.0684 -3.2641 -0.8183
H 0.6094 5.3059 0.1437
H 0.8244 1.1179 -0.5853
H -0.2416 5.7329 -2.2243
*
```

Computed properties:
HOMO level in eV: -6.01
HOMO-LUMO gap in eV: 7.9



<ii>
A cluster of 5 separate species, C12H24NO15S2 in total, computed with ωB97M-V/def2-TZVPD.

```
! RIJCOSX wB97M-V def2-TZVPD def2/J DEFGRID3
* xyz -1 1
S 35.4500 36.8750 21.9420
S 34.9860 33.6230 27.7380
O 36.0770 32.9740 28.4750
O 39.7490 32.6770 26.1430
O 37.9960 36.8260 26.5490
O 34.2070 38.0770 25.8770
O 34.8530 36.3810 23.1440
O 38.7540 38.5030 25.4240
O 34.7000 39.2480 27.5390
O 35.5820 38.3350 21.7930
O 34.0300 34.3300 28.5180
O 34.0820 32.3230 27.1710
O 39.8950 30.5910 27.1530
O 37.0220 36.3170 21.9530
O 39.4240 32.5320 28.4430
O 40.0130 37.4840 26.7480
O 32.9950 37.7470 27.6930
N 38.8200 37.7090 26.4100
C 39.1760 36.0140 22.7180
C 37.7360 36.1160 23.1190
C 39.7330 31.8090 27.2410
C 35.3560 38.6390 25.5210
C 33.7140 31.3250 28.0700
C 39.4040 33.9560 26.6210
C 32.4440 30.6600 27.4930
C 35.4830 34.5570 26.3680
C 33.8920 38.2800 27.1040
C 35.5100 39.8090 26.6000
C 39.2880 33.9280 28.1750
C 34.5320 36.2410 20.6420
H 34.9540 40.6340 26.1810
H 39.6320 37.0360 22.8330
H 36.2830 37.9910 25.2990
H 36.0100 35.6020 26.6900
H 36.2280 33.7970 25.9220
H 34.5190 30.8240 28.3740
H 39.1440 35.5240 21.8490
H 40.1890 34.7510 26.1700
H 33.3060 31.6420 29.0800
H 32.2130 29.7840 27.9940
H 37.1900 35.4210 23.5790
H 35.0470 35.3610 20.4710
H 38.3760 34.2760 28.1300
H 37.7300 36.9400 23.8170
H 32.3870 30.6490 26.5110
H 31.6390 31.5770 27.9740
H 39.7390 35.2520 23.3670
H 39.8580 34.6080 28.7440
H 34.6940 34.6170 25.5560
H 38.4890 34.3620 26.2370
H 35.2040 39.0880 24.4940
H 33.4150 36.0420 20.8100
H 34.5570 36.8620 19.8340
H 36.6710 39.7340 27.0400
*
```

Computed properties:
HOMO level in eV: -5.73
HOMO-LUMO gap in eV: 7.6



Which structure is the least stable? The one labeled <ii>.



<i>
The ion C8H13N2OS with charge +1, computed with ωB97M-V/def2-TZVPD.

```
! RIJCOSX wB97M-V def2-TZVPD def2/J DEFGRID3
* xyz 1 1
S 4.2733 0.9779 -0.2111
O 0.6766 -2.0001 0.9356
N 0.3617 1.6665 0.8922
N 2.6880 0.8049 0.1009
C 2.3550 -0.4711 0.2815
C 1.0105 -0.9102 0.6094
C -0.3177 0.3840 0.5199
C -1.0416 -0.8900 -1.5699
C -1.3988 0.0404 1.5059
C 4.5827 -0.7006 -0.1117
C 3.4339 -1.3791 0.1685
C -0.7436 0.4668 -0.9385
H -1.6412 1.0884 -1.0087
H -1.4749 -0.7455 -2.5552
H 3.3321 -2.4404 0.2943
H -0.1169 2.4666 0.4676
H 5.5704 -1.0896 -0.2534
H -1.8786 -0.8916 1.2254
H 1.3796 1.5946 0.5209
H 0.3723 1.7911 1.9076
H 0.0505 0.9490 -1.5133
H -0.1354 -1.4802 -1.6835
H -1.7453 -1.4567 -0.9698
H -2.1596 0.8207 1.5253
H -0.9941 -0.0872 2.5078
*
```

Computed properties:
HOMO level in eV: -13.37
Structure (SMILES): CC[C@](C)([NH3+])C(=O)c1ccsn1
HOMO-LUMO gap in eV: 9.2



<ii>
The ion C8H13N2OS with charge +1, computed with ωB97M-V/def2-TZVPD.

```
! RIJCOSX wB97M-V def2-TZVPD def2/J DEFGRID3
* xyz 1 1
S -3.0856 1.2289 0.3800
O 0.2783 2.9923 -0.6647
N -1.4628 -0.6826 -0.3942
N 1.6896 1.2606 0.1475
C 0.7354 2.0323 -0.2000
C 1.5047 -0.0831 0.6910
C 0.9963 -1.0984 -0.3554
C -3.7493 -0.3014 -0.1132
C 3.0680 1.7571 0.0407
C -0.4025 -1.6597 -0.0911
C -1.4529 0.4801 0.5263
C -2.8396 -1.2187 -0.4289
H 3.6466 1.0879 -0.5957
H 0.8147 -0.0277 1.5322
H -4.8137 -0.4263 -0.1314
H 3.5173 1.8013 1.0334
H 3.0739 2.7550 -0.3912
H -2.9861 -2.2246 -0.7685
H 2.4760 -0.3995 1.0688
H -0.5112 -1.9675 0.9519
H 1.6808 -1.9455 -0.3840
H -0.5571 -2.5389 -0.7225
H 1.0147 -0.6389 -1.3453
H -1.2848 -0.3134 -1.3400
H -1.3505 0.1308 1.5543
*
```

Computed properties:
HOMO level (spin up / spin down) in eV: -11.39 / -11.39
HOMO-LUMO gap (spin up / spin down) in eV: 7.6 / 7.6



Which structure is the least stable? The one labeled <ii>.



<i>
The molecule C3H5N3S2, computed with ωB97M-V/def2-TZVPD.

```
! RIJCOSX wB97M-V def2-TZVPD def2/J DEFGRID3
* xyz 0 1
S 2.3689 0.5057 1.9955
S 1.6067 -0.1093 -1.4457
N -1.1624 1.0934 0.4585
N -1.6371 -0.5360 -1.1355
N -0.0432 1.3988 1.2066
C 0.9470 0.4974 1.1549
C -0.8182 0.0202 -0.2170
C 0.5714 -0.4668 0.0568
H -2.6005 -0.2002 -1.0740
H 1.7418 -1.3897 -1.8339
H -0.0170 2.2254 1.7913
H -1.5675 -1.5209 -1.3418
H 0.6101 -1.5181 0.3843
*
```

Computed properties:
HOMO level in eV: -8.04
Structure (SMILES): NC1=NNC(=S)[C@@H]1S
HOMO-LUMO gap in eV: 8.0



<ii>
A structure of composition C3H5N3S2, computed with ωB97M-V/def2-TZVPD.

```
! RIJCOSX wB97M-V def2-TZVPD def2/J DEFGRID3
* xyz 0 1
S -0.1189 -0.8713 -0.0801
S 2.8818 -0.4732 0.0416
N -0.4477 1.6366 0.0900
N -2.4745 0.3736 -0.2789
N 0.8131 1.3531 0.0520
C -1.1079 0.4817 -0.0306
C 1.2839 0.0630 -0.0751
C -3.2109 -0.8597 0.2170
H -4.3506 -0.6167 0.6778
H -2.2543 -1.2983 1.1398
H -2.9801 1.1725 0.0284
H -3.2622 -1.4615 -0.9759
H 1.6153 2.0630 0.0374
*
```

Computed properties:
HOMO level in eV: -7.83
HOMO-LUMO gap in eV: 8.2



Which structure is the least stable? The one labeled <ii>.



<i>
A structure of composition C9H10O3, computed with ωB97M-V/def2-TZVPD.

```
! RIJCOSX wB97M-V def2-TZVPD def2/J DEFGRID3
* xyz 0 1
O 1.8966 0.4268 0.2830
O -4.0372 -0.6176 0.0081
O -0.1076 -1.6052 -0.5026
C 0.3093 1.9474 0.1147
C -1.9568 1.4899 -0.0570
C 2.8602 -0.1328 -0.5323
C -0.9769 2.3702 0.2545
C -0.4738 -0.2830 -0.2472
C 0.6454 0.7256 -0.0893
C -1.7600 0.1574 -0.1449
C -2.7111 -0.6788 -0.3768
C 0.2534 -2.1660 0.8345
H 3.6469 -0.9472 0.1844
H -0.1869 -1.8306 1.8429
H -0.9642 3.4720 0.3741
H -2.8628 2.0071 -0.2358
H -2.4656 -1.5712 -1.2127
H 1.2208 -1.7252 0.8015
H 0.3914 -3.3629 0.7761
H 3.7052 0.7307 -1.3560
H 2.6216 -1.0393 -1.2841
H 0.9524 2.6328 0.5649
*
```

Computed properties:
HOMO level in eV: -9.30
HOMO-LUMO gap in eV: 8.8



<ii>
The molecule C9H10O3, computed with ωB97M-V/def2-TZVPD.

```
! RIJCOSX wB97M-V def2-TZVPD def2/J DEFGRID3
* xyz 0 1
O -3.3932 -0.9514 0.1872
O -0.8637 -2.1080 -0.2177
O -1.4480 0.1434 -0.4195
C 1.2513 1.0519 -0.2283
C 3.5041 0.4399 0.2900
C 2.5730 1.4361 0.0419
C 3.1514 -0.9403 0.1309
C -2.6489 0.1946 0.1781
C 0.9116 -0.3452 -0.2773
C -0.4392 -0.7694 -0.6427
C -3.4736 1.4123 0.0965
C 1.8620 -1.3359 -0.1727
H 0.4061 1.7033 -0.2951
H -0.3061 -2.4017 0.5710
H -2.8106 -1.6428 -0.2238
H -3.9270 1.3596 -0.8358
H 4.5809 0.6224 0.4299
H -4.2087 1.4092 0.8571
H -2.9360 2.2962 0.3746
H 3.9121 -1.7537 0.3313
H 1.6333 -2.4077 -0.3606
H 2.6692 2.5871 0.1851
*
```

Computed properties:
HOMO level (spin up / spin down) in eV: -7.18 / -6.58
HOMO-LUMO gap (spin up / spin down) in eV: 7.7 / 6.5



Which structure is the least stable? The one labeled <i>.